[1]
The following is a DFT calculation (wB97M-V/def2-TZVPD) of a structure of composition C32H31F3GeN6O2RuS in a non-equilibrium geometry.

The total energy is -4586.67706 Ha. Its charge is -1. Its multiplicity is 2. The relative energy (zero: lowest compared OMol25 entry of this formula, charge and spin) is 1.918 eV. As for the frontier orbital gap (alpha / beta): 0.166 / 0.274 hartree.

Cartesian coordinates (Å):
Ru1 0.26808 -0.82929 -0.10203
S1 1.60696 -0.31916 -4.29371
C1 2.28772 -1.82345 -3.82914
C2 1.75551 -2.30118 -2.67394
C3 0.75816 -1.46239 -2.10225
C4 0.56917 -0.34266 -2.87543
C5 -0.49100 0.60938 -2.69399
C6 -0.84046 1.56463 -3.65253
C7 -2.02048 2.25448 -3.50173
C8 -2.84503 1.95383 -2.42963
C9 -2.42568 1.03261 -1.47166
N1 -1.22814 0.42907 -1.57355
H1 3.05855 -2.26055 -4.44461
H2 2.06450 -3.24855 -2.25457
H3 -0.19181 1.72760 -4.50207
H4 -2.32747 2.98773 -4.23721
H5 -3.80572 2.43670 -2.31729
H6 -4.21937 1.36059 -0.38882
F1 -3.20612 0.25528 3.52445
C10 -1.96281 -0.27023 3.50952
F2 -1.20896 0.46856 4.33519
F3 -2.05190 -1.50107 4.05139
C11 -1.37984 -0.31758 2.06053
O1 -1.52458 -1.41389 1.47437
O2 -0.84987 0.71336 1.64495
C12 -4.93628 -1.93132 1.03646
Ge1 -4.15178 -1.16333 -0.60884
C13 -2.99022 -2.45680 -1.53284
C14 -5.71245 -0.87244 -1.81103
C15 -3.37251 0.67391 -0.37402
H7 -5.62383 -2.72917 0.74906
H8 -5.49097 -1.18043 1.60090
H9 -4.16658 -2.34574 1.68149
H10 -3.49903 -3.42019 -1.60132
H11 -2.04856 -2.59090 -1.00397
H12 -2.75473 -2.11305 -2.54043
H13 -6.14070 -1.82972 -2.11284
H14 -5.42747 -0.32744 -2.71279
H15 -6.49048 -0.29957 -1.30262
H16 -2.89150 0.75864 0.59413
N2 7.38905 -2.44708 0.15923
C16 8.75039 -2.27866 0.23492
C17 9.79475 -3.15427 0.46909
C18 11.08105 -2.62018 0.51415
C19 11.29920 -1.26055 0.30102
C20 10.25330 -0.38316 0.04602
C21 8.95366 -0.89068 0.02527
N3 7.75999 -0.25469 -0.16942
C22 6.81760 -1.19592 -0.08449
C23 5.42263 -0.99704 -0.17783
C24 4.46568 -2.03425 0.05127
C25 3.13129 -1.76201 -0.00684
N4 2.61653 -0.53544 -0.28342
C26 3.51633 0.45352 -0.51344
C27 4.86901 0.28375 -0.47116
H17 6.89516 -3.31522 0.22272
H18 9.62184 -4.21473 0.61221
H19 11.92276 -3.27054 0.71830
H20 12.31495 -0.88345 0.33578
H21 10.42732 0.66949 -0.13545
H22 4.78068 -3.04205 0.29470
H23 2.40649 -2.54912 0.17518
H24 3.08758 1.42354 -0.74223
H25 5.54380 1.10992 -0.64669
N5 0.64215 -3.19505 2.37153
C28 1.15351 -2.05733 2.94568
C29 1.55123 -2.04109 4.28940
C30 2.14574 -0.90472 4.78920
C31 2.34147 0.19136 3.95527
C32 1.91904 0.09499 2.64800
N6 1.32728 -0.99185 2.15159
H26 0.16614 -3.83062 2.98882
H27 0.14947 -3.01885 1.50795
H28 1.39346 -2.91721 4.90427
H29 2.45199 -0.86908 5.82689
H30 2.80897 1.09592 4.31552
H31 2.03613 0.91560 1.95210

***

[2]
The following is a DFT calculation (wB97M-V/def2-TZVPD) of a structure of composition C32H31F3N in a non-equilibrium geometry.

The total energy is -1592.00633 Ha. Its charge is +1. As for the frontier orbital gap: 0.198 hartree.

Cartesian coordinates (Å):
F1 4.60714 5.59555 0.20353
C1 4.71908 4.36537 0.80575
F2 5.77372 3.73390 0.21787
F3 5.06431 4.60146 2.11073
C2 3.43786 3.59329 0.70000
C3 3.42516 2.28261 0.22930
C4 2.20360 1.65277 0.02833
C5 1.00626 2.32940 0.28773
C6 -0.26843 1.69902 -0.18886
C7 -1.46387 2.60410 -0.01127
C8 -2.51349 2.31258 0.87166
C9 -3.65134 3.12718 0.88195
C10 -3.71783 4.25662 0.06292
C11 -2.63748 4.59369 -0.75762
C12 -1.50877 3.77616 -0.78514
C13 1.05560 3.59272 0.91045
C14 2.26920 4.24302 1.07236
H1 4.35307 1.77492 -0.00163
H2 2.14568 0.63623 -0.37404
H3 -0.43196 0.77881 0.35701
H4 -2.44172 1.44298 1.53909
H5 -4.48725 2.85596 1.52782
H6 -4.62438 4.86359 0.04287
H7 -2.65659 5.48357 -1.38837
H8 -0.64201 4.05075 -1.39532
H9 0.14590 4.10603 1.23604
H10 2.30288 5.25181 1.47218
C15 0.38811 -6.06000 3.30871
C16 1.41099 -5.89718 2.38621
C17 1.49784 -4.73367 1.58363
C18 2.53432 -4.57160 0.63538
C19 2.60016 -3.43962 -0.16250
C20 1.61098 -2.44525 -0.03921
C21 0.58598 -2.53652 0.89055
C22 -0.43992 -1.39820 0.92667
C23 -1.01260 -1.17171 -0.48589
C24 -2.41744 -0.69647 -0.71559
C25 -2.53741 -0.57346 -2.26069
C26 -1.89717 0.76738 -2.64480
C27 -0.46346 0.71512 -2.17612
N1 -0.07313 -0.48283 -1.44146
C28 -0.18856 -1.51729 -2.64131
C29 -1.66606 -1.68649 -2.95735
C30 0.50450 -3.69063 1.73864
C31 -0.51885 -3.89344 2.69479
C32 -0.58162 -5.04985 3.46235
H11 0.33324 -6.96277 3.91563
H12 2.17509 -6.66768 2.26304
H13 3.28385 -5.35952 0.54853
H14 3.39833 -3.31248 -0.89134
H15 1.63089 -1.58601 -0.71154
H16 -1.27076 -1.62023 1.60573
H17 0.06204 -0.50351 1.32576
H18 -1.06074 -2.20861 -0.84070
H19 -3.12332 -1.43709 -0.31928
H20 -2.59380 0.25051 -0.20215
H21 -3.58123 -0.62442 -2.58100
H22 -1.86060 0.88572 -3.73393
H23 -2.42439 1.63818 -2.23543
H24 0.22607 0.83010 -3.03153
H25 -0.16704 1.57729 -1.41487
H26 0.36684 -1.11861 -3.49843
H27 0.28112 -2.44660 -2.31010
H28 -2.00656 -2.67327 -2.62669
H29 -1.81233 -1.61343 -4.04053
H30 -1.27344 -3.11898 2.83247
H31 -1.38429 -5.17095 4.18899

***

[3]
The following is a DFT calculation (wB97M-V/def2-TZVPD) of a structure of composition C32H31GeN4O6S2SeTl in a non-equilibrium geometry.

The total energy is -7355.08973 Ha. Its charge is +2. The relative energy (zero: lowest compared OMol25 entry of this formula, charge and spin) is 0.881 eV. As for the frontier orbital gap: 0.223 hartree.

Cartesian coordinates (Å):
Tl1 1.95191 0.21070 -0.02474
O1 4.81167 -3.02818 2.73379
C1 3.89018 -2.34984 2.00618
O2 4.22497 -1.37742 1.33730
C2 2.56719 -3.00978 2.08030
C3 2.35169 -4.11761 2.93290
C4 1.08071 -4.65443 2.99411
C5 0.08592 -4.07218 2.25052
C6 0.39791 -2.98419 1.38396
N1 1.60497 -2.46891 1.34791
C7 -0.71243 -2.27627 0.72608
O3 -1.30276 -2.83574 -0.39222
O4 -1.13796 -1.23452 1.15607
H1 5.65433 -2.62461 2.61117
H2 3.11111 -4.44257 3.60157
H3 0.77725 -5.44603 3.70530
H4 -0.95931 -4.32741 2.35616
H5 -0.82195 -3.58266 -0.72849
S1 -4.06040 1.50863 -1.60869
C8 -5.12817 2.52325 -2.43720
C9 -4.94331 2.46141 -3.80545
C10 -3.81327 1.66556 -4.13351
C11 -3.24331 1.03687 -3.05653
C12 -1.96223 0.31798 -3.09971
C13 -1.03971 0.47582 -2.06539
N2 0.12448 -0.15111 -2.00526
C14 0.46019 -0.99705 -2.96923
C15 -0.37385 -1.25580 -4.08113
C16 0.11540 -2.14274 -5.16011
C17 1.34302 -2.71144 -5.12347
C18 2.18354 -2.40723 -4.01428
C19 3.51954 -2.90847 -3.94770
C20 4.38245 -2.68474 -2.90833
C21 3.86941 -1.81188 -1.92617
N3 2.65995 -1.32788 -1.91048
C22 1.78410 -1.57374 -3.01738
C23 5.69971 -3.30612 -2.74835
C24 6.26192 -4.36094 -3.43183
C25 7.48696 -4.86886 -2.94344
C26 7.95473 -4.07354 -1.88300
S2 6.85256 -2.82814 -1.57719
C27 -1.61039 -0.58017 -4.13516
H6 -5.92058 3.03306 -1.95837
H7 -5.50552 2.98799 -4.51442
H8 -3.39665 1.63562 -5.15893
H9 -1.21153 1.25030 -1.33504
H10 -0.56900 -2.22985 -5.99345
H11 1.62990 -3.43685 -5.91705
H12 3.75201 -3.60664 -4.77157
H13 4.43009 -1.64227 -1.03616
H14 5.73665 -4.69369 -4.28542
H15 7.96591 -5.76563 -3.30459
H16 8.81543 -4.20607 -1.30361
H17 -2.38136 -0.84705 -4.82889
O5 -1.38261 3.87550 -0.28464
N4 -0.76924 4.37303 0.52139
O6 -1.00637 3.75513 2.00775
C28 -2.43260 4.48120 5.63467
Ge1 -3.50375 4.97672 4.13289
C29 -5.42755 5.19632 4.55122
C30 -3.00376 6.61599 3.18660
C31 -3.68806 3.50011 2.75433
Se1 -2.18316 2.43161 2.08515
C32 -1.35650 1.69440 3.74482
H18 -2.39368 5.26814 6.33197
H19 -1.35516 4.40991 5.54354
H20 -2.77830 3.63808 6.16088
H21 -5.46504 5.77689 5.50035
H22 -6.03327 4.27703 4.58171
H23 -5.86903 5.74237 3.72574
H24 -3.48581 6.71606 2.21694
H25 -2.00496 6.60794 2.88137
H26 -3.11493 7.51611 3.84996
H27 -4.32949 3.83730 1.93731
H28 -4.29925 2.77061 3.27336
H29 -1.41049 2.37947 4.52260
H30 -0.33282 1.58291 3.47656
H31 -1.81821 0.72022 3.98215